# 1
The following is a quantum chemistry calculation of the ion C3H8N with charge +1 at a distorted geometry, from OMol25.

Geometry as ORCA input:
```
! wB97M-V def2-TZVPD RIJCOSX def2/J DEFGRID3
* xyz 1 1
C -1.2345 0.6898 -0.0256
C -0.1016 -1.4089 -0.0229
C 1.1504 0.7642 0.0338
N -0.1009 0.0466 0.1318
H -1.3531 1.7041 0.0519
H -2.2692 0.3188 -0.0259
H 0.5343 -1.5115 -0.9632
H -1.0650 -1.6730 -0.1740
H 0.1478 -1.8385 0.9529
H 1.4208 0.9518 1.0161
H 0.8380 1.7353 -0.5155
H 2.0329 0.2213 -0.4594
*
```

* SMILES: C=[N+](C)C
* HOMO energy: -17.20 eV
* energy above the lowest of the compared OMol25 structures with the same formula, charge and spin: 30.0 kcal/mol

=====

# 2
The following is a quantum chemistry calculation of a structure of composition C22H30N4O2 at a distorted geometry, from OMol25.

Geometry as ORCA input:
```
! wB97M-V def2-TZVPD RIJCOSX def2/J DEFGRID3
* xyz 0 1
C -8.1057 -0.2558 -0.6799
O -6.8695 -1.0929 -0.7332
C -5.7025 -0.4893 -0.2362
C -5.6592 0.6699 0.2684
C -4.4741 0.9703 0.6538
C -3.4628 0.1975 0.8575
C -3.6582 -1.1325 0.4786
C -4.7895 -1.4366 -0.3211
C -4.9837 -2.8213 -0.8287
H -5.1913 -2.8583 -1.7891
H -4.0614 -3.2054 -0.6266
H -5.8207 -3.2718 -0.2913
H -2.6918 -1.8460 0.2166
C -2.0439 0.7808 1.3951
N -0.9931 -0.0315 0.5694
C -0.8696 0.4333 -0.5368
C 0.2362 -0.5743 -1.3573
H -0.2560 -1.4672 -1.4371
H 0.4772 0.1148 -2.4646
C 1.5049 -0.4947 -0.5537
N 2.2833 0.6571 -0.8728
C 3.5489 0.8688 -0.4077
C 3.9967 2.2144 -0.6887
C 2.7257 2.7660 -0.8956
N 1.7956 2.0197 -1.3291
H 2.6877 3.7712 -1.2987
H 4.9838 2.3509 -0.6547
N 4.4857 -0.1633 -0.2657
C 5.7163 -0.3238 0.1335
O 6.4847 0.6908 0.0753
C 6.3830 -1.5168 0.2804
C 7.7539 -1.9131 -0.2571
C 7.5462 -1.6319 1.3352
H 7.7914 -0.8552 1.7211
H 7.5317 -2.5772 1.9956
H 8.3073 -0.8864 -0.6369
H 8.0533 -2.8736 -0.6521
H 5.6772 -2.4395 0.5912
H 3.9612 -1.1735 -0.1881
C 1.1578 -0.7660 0.8957
C 0.3502 -0.0015 1.5778
H -0.0407 -0.1289 2.7003
H 0.5872 1.0568 1.4258
H 2.1544 -1.0086 1.3994
H 0.7556 -1.8417 0.7762
H 2.2651 -1.4171 -1.1580
H -1.6808 0.3120 -1.1300
H -0.3076 1.3594 -0.6345
H -2.0078 0.5275 2.3197
H -2.0614 1.8507 1.3270
C -4.3755 2.5919 1.3017
H -5.3456 3.0798 1.2657
H -3.8674 2.5925 2.2830
H -3.6308 3.0525 0.8645
H -6.4341 1.3163 0.4168
H -8.9047 -0.7605 -1.0030
H -8.4877 -0.0100 0.1717
H -8.0693 0.6408 -1.3259
*
```

* HOMO energy: -8.11 eV
* energy above the lowest of the compared OMol25 structures with the same formula, charge and spin: 462.4 kcal/mol